(1)
C18H17N3O3S | ωB97M-V/def2-TZVPD

Each line ends with the Löwdin charge.
Cartesian coordinates (Å):
1 C -0.004 3.493 4.598  -0.05
2 O -0.201 2.091 4.697  -0.09
3 C 0.432 1.313 3.764  -0.20
4 C 1.232 0.266 4.255  0.03
5 C 1.910 -0.572 3.413  -0.01
6 C 1.825 -0.382 2.026  -0.14
7 C 2.504 -1.184 1.070  -0.08
8 N 2.376 -1.027 -0.211  0.03
9 N 1.601 -0.074 -0.697  -0.04
10 C 0.941 0.750 0.087  -0.46
11 S -0.020 1.992 -0.659  1.08
12 C 0.364 1.770 -2.435  -0.34
13 C -0.514 0.712 -3.099  -0.54
14 O -1.491 1.015 -3.749  0.06
15 N -0.056 -0.540 -2.871  0.12
16 C -0.582 -1.761 -3.294  -0.22
17 C -1.694 -1.867 -4.125  -0.01
18 C -2.148 -3.117 -4.504  -0.09
19 C -1.509 -4.265 -4.067  -0.11
20 C -0.402 -4.160 -3.240  -0.09
21 C 0.061 -2.917 -2.854  -0.03
22 C 1.000 0.647 1.513  -0.07
23 C 0.275 1.479 2.390  -0.17
24 O -0.531 2.442 1.839  -0.22
25 C -1.919 2.303 2.107  -0.06
26 H -0.673 3.937 5.332  0.10
27 H 1.032 3.746 4.849  0.10
28 H -0.232 3.882 3.605  0.09
29 H 1.296 0.156 5.326  0.13
30 H 2.523 -1.371 3.800  0.12
31 H 3.159 -1.983 1.387  0.12
32 H 1.422 1.534 -2.518  0.08
33 H 0.143 2.740 -2.880  0.08
34 H 0.753 -0.604 -2.245  0.09
35 H -2.192 -0.974 -4.465  0.10
36 H -3.011 -3.193 -5.150  0.10
37 H -1.870 -5.237 -4.369  0.10
38 H 0.103 -5.050 -2.895  0.10
39 H 0.925 -2.830 -2.210  0.10
40 H -2.392 3.180 1.671  0.10
41 H -2.312 1.402 1.627  0.10
42 H -2.124 2.259 3.179  0.09

Values from the calculation:
- M (u) = 355.4
- orbital gap (eV) = 7.861
- net charge = 0
- largest force on an atom (Eh/bohr) = 0.02776
- highest occupied orbital energy (Eh) = -0.2974
- structure (SMILES) = COc1ccc2cnnc(SCC(=O)Nc3ccccc3)c2c1OC


(2)
C29H35BF3NO3S2 | ωB97M-V/def2-TZVPD

Each line ends with the Löwdin charge.
Cartesian coordinates (Å):
1 O -3.341 2.072 0.270  0.08
2 C -2.476 2.214 -0.537  -0.38
3 O -2.079 1.221 -1.316  -0.03
4 C -1.221 1.592 -2.422  -0.17
5 C -0.755 0.319 -3.145  -0.12
6 B -1.509 -0.977 -2.652  -0.12
7 C -0.708 -2.229 -2.147  -0.16
8 C 0.034 -1.940 -0.807  -0.26
9 C 1.458 -2.563 -0.774  -0.47
10 S 2.707 -1.320 -1.228  0.87
11 C 4.121 -1.431 -0.118  -1.11
12 S 5.575 -1.666 -0.798  0.69
13 N 4.020 -1.090 1.249  -0.21
14 C 4.257 0.353 1.470  -0.16
15 C 4.173 0.684 2.953  -0.19
16 O 2.941 0.259 3.508  -0.13
17 C 2.873 -1.153 3.406  -0.19
18 C 2.819 -1.564 1.939  -0.17
19 H -1.983 3.187 -0.694  0.13
20 H -1.778 2.242 -3.104  0.13
21 H -0.367 2.148 -2.021  0.13
22 H 0.332 0.208 -3.049  0.09
23 H -0.985 0.437 -4.214  0.11
24 H -2.702 -1.016 -2.682  0.08
25 H 0.064 -2.433 -2.906  0.11
26 H -1.353 -3.107 -2.048  0.10
27 H -0.542 -2.315 0.043  0.11
28 H 0.133 -0.853 -0.684  0.08
29 H 1.637 -2.992 0.211  0.05
30 H 1.483 -3.388 -1.490  0.07
31 H 3.543 0.952 0.883  0.13
32 H 5.269 0.576 1.115  0.11
33 H 4.252 1.766 3.097  0.13
34 H 5.005 0.187 3.475  0.13
35 H 1.969 -1.485 3.923  0.13
36 H 3.759 -1.610 3.877  0.13
37 H 2.772 -2.660 1.890  0.12
38 H 1.901 -1.147 1.493  0.12
39 F -8.413 3.314 -5.037  0.05
40 C -7.577 3.097 -3.999  -0.29
41 C -7.048 1.834 -3.823  -0.02
42 C -6.189 1.619 -2.754  -0.08
43 C -5.876 2.654 -1.883  -0.09
44 C -6.425 3.914 -2.085  -0.08
45 C -7.282 4.146 -3.151  -0.02
46 H -7.310 1.042 -4.511  0.12
47 H -5.760 0.637 -2.601  0.11
48 H -5.210 2.476 -1.050  0.08
49 H -6.185 4.723 -1.407  0.11
50 H -7.718 5.120 -3.330  0.12
51 F -0.661 5.338 -0.357  0.04
52 C -0.284 5.255 0.942  -0.28
53 C -0.904 4.322 1.747  -0.01
54 C -0.514 4.233 3.076  -0.07
55 C 0.469 5.077 3.574  -0.09
56 C 1.072 6.009 2.740  -0.08
57 C 0.701 6.102 1.406  -0.02
58 H -1.681 3.690 1.343  0.09
59 H -0.986 3.505 3.722  0.11
60 H 0.765 5.008 4.612  0.10
61 H 1.837 6.669 3.127  0.10
62 H 1.159 6.816 0.736  0.12
63 F 2.173 -6.316 -1.499  0.05
64 C 2.537 -6.416 -0.204  -0.29
65 C 1.661 -6.999 0.691  -0.02
66 C 2.040 -7.092 2.023  -0.08
67 C 3.271 -6.603 2.439  -0.10
68 C 4.131 -6.020 1.518  -0.08
69 C 3.767 -5.927 0.182  -0.02
70 H 0.705 -7.368 0.345  0.12
71 H 1.368 -7.550 2.737  0.10
72 H 3.559 -6.677 3.479  0.10
73 H 5.090 -5.634 1.838  0.11
74 H 4.422 -5.478 -0.554  0.12

Values from the calculation:
- M (u) = 577.5
- orbital gap (eV) = 7.944
- net charge = 0
- largest force on an atom (Eh/bohr) = 0.01860
- highest occupied orbital energy (Eh) = -0.3105
- structure (SMILES) = O=COCCBCCCSC(=S)N1CCOCC1.Fc1ccccc1.Fc1ccccc1.Fc1ccccc1


(3)
C30H26BrN6O4RuS | ωB97M-V/def2-TZVPD

Each line ends with the Mulliken spin population.
Cartesian coordinates (Å):
1 Ru -0.348 0.041 0.236  3.09
2 O -3.874 1.167 -2.363  0.00
3 C -4.756 0.549 -1.544  0.00
4 C -5.974 0.182 -2.105  0.00
5 C -6.942 -0.439 -1.334  0.00
6 C -6.705 -0.713 0.004  0.00
7 C -5.488 -0.354 0.563  0.00
8 C -4.512 0.286 -0.188  0.05
9 C -3.177 0.703 0.374  -0.05
10 O -2.180 0.024 -0.318  0.19
11 N -3.054 0.419 1.798  0.24
12 N -1.793 0.514 2.249  0.62
13 C -1.680 0.596 3.608  -0.08
14 C -0.515 0.750 4.215  0.28
15 Br 1.754 0.014 1.477  0.15
16 C 0.624 0.914 4.822  -0.03
17 C 1.260 2.220 5.086  0.02
18 C 0.850 3.373 4.418  0.01
19 C 1.458 4.587 4.683  0.00
20 C 2.489 4.666 5.613  -0.01
21 C 2.910 3.520 6.271  0.00
22 C 2.300 2.303 6.005  -0.01
23 H -2.988 1.260 -1.969  0.00
24 H -6.140 0.397 -3.152  0.00
25 H -7.886 -0.716 -1.787  0.00
26 H -7.454 -1.209 0.606  0.00
27 H -5.290 -0.599 1.598  0.00
28 H -3.040 1.788 0.223  0.01
29 H -3.762 0.860 2.379  0.01
30 H -2.592 0.528 4.203  0.02
31 H 1.167 0.029 5.146  0.03
32 H 0.063 3.304 3.676  0.00
33 H 1.135 5.476 4.157  0.00
34 H 2.965 5.616 5.817  0.00
35 H 3.716 3.573 6.991  0.00
36 H 2.631 1.407 6.516  0.00
37 N -2.004 -4.096 -0.037  0.01
38 C -1.279 -2.972 -0.227  -0.01
39 S -0.675 -2.180 1.198  0.10
40 N -1.062 -2.616 -1.465  0.03
41 N -0.344 -1.470 -1.559  0.12
42 C 0.028 -1.077 -2.722  0.07
43 C -0.330 -1.788 -3.974  -0.01
44 C -1.662 -1.844 -4.373  0.00
45 C -2.004 -2.486 -5.551  0.00
46 C -1.022 -3.087 -6.329  0.00
47 C 0.305 -3.038 -5.930  0.00
48 C 0.652 -2.383 -4.757  0.00
49 C 0.846 0.154 -2.770  -0.04
50 C 1.252 0.734 -3.964  0.00
51 C 2.039 1.873 -3.914  0.00
52 C 2.408 2.389 -2.684  0.00
53 C 1.941 1.760 -1.541  0.01
54 N 1.175 0.680 -1.589  0.10
55 H -2.107 -4.474 0.886  0.00
56 H -2.200 -4.672 -0.838  0.00
57 H -2.423 -1.382 -3.755  0.00
58 H -3.040 -2.522 -5.862  0.00
59 H -1.293 -3.593 -7.247  0.00
60 H 1.072 -3.509 -6.531  0.00
61 H 1.688 -2.342 -4.443  0.00
62 H 0.947 0.305 -4.906  0.00
63 H 2.362 2.350 -4.830  0.00
64 H 3.032 3.268 -2.601  0.00
65 H 2.175 2.125 -0.548  0.00
66 O -1.393 2.316 -1.696  0.01
67 C -0.932 2.772 -0.665  0.01
68 O -0.431 2.097 0.326  0.06
69 H -0.859 3.859 -0.507  0.00

Values from the calculation:
- M (u) = 747.6
- orbital gap (spin up / spin down) (eV) = 6.980 / 6.452
- spin multiplicity = 6
- net charge = 0
- largest force on an atom (Eh/bohr) = 0.01345
- highest occupied orbital energy (spin up / spin down) (Eh) = -0.2808 / -0.2996
- <S²> = 8.8000


(4)
C4H12N2O2 | ωB97M-V/def2-TZVPD

Each line ends with the Löwdin charge.
Cartesian coordinates (Å):
1 N 0.016 1.583 -0.369  0.13
2 C -0.546 0.728 0.704  -0.38
3 C 0.433 0.302 1.675  0.18
4 C 1.717 -0.284 1.315  -0.19
5 O 1.719 -1.346 0.302  -0.06
6 C -1.335 -0.406 0.064  -0.25
7 N -2.190 -0.010 -1.043  0.03
8 H 0.351 0.872 -1.030  0.02
9 H 0.835 2.120 -0.097  0.09
10 H -1.284 1.433 1.129  0.16
11 H 0.274 0.403 2.755  0.15
12 H 2.248 0.591 0.896  0.15
13 H 2.175 -0.803 2.145  0.13
14 H -2.015 -0.975 0.704  0.12
15 H -0.609 -1.189 -0.228  0.10
16 H -2.862 -0.707 -1.327  0.08
17 H -1.534 0.176 -1.803  0.05
18 H 1.435 -0.995 -0.576  0.03
19 H 0.397 -1.036 -2.944  -0.09
20 O 0.776 -0.454 -2.273  -0.45

Values from the calculation:
- M (u) = 120.2
- orbital gap (eV) = 4.501
- net charge = 0
- largest force on an atom (Eh/bohr) = 0.07059
- highest occupied orbital energy (Eh) = -0.2848


(5)
C2H8S | ωB97M-V/def2-TZVPD

Each line ends with the Löwdin charge.
Cartesian coordinates (Å):
1 C 1.931 1.834 -1.186  -0.16
2 C 0.406 1.722 -1.027  -0.21
3 H 2.355 0.862 -0.785  0.07
4 H 2.067 1.767 -2.258  0.06
5 H 2.244 2.549 -0.415  0.07
6 H -0.163 1.445 -1.928  0.06
7 H -0.016 2.683 -0.705  0.05
8 H -0.105 1.088 -0.292  0.06
9 S -2.907 -4.639 2.164  0.47
10 H -2.513 -3.951 3.221  -0.24
11 H -3.299 -5.360 3.212  -0.23

Values from the calculation:
- M (u) = 64.2
- orbital gap (eV) = 10.805
- net charge = 0
- largest force on an atom (Eh/bohr) = 0.07706
- highest occupied orbital energy (Eh) = -0.3613
- structure (SMILES) = CC.S


(6)
C13H8FN5O2S | ωB97M-V/def2-TZVPD

Each line ends with the Löwdin charge.
Cartesian coordinates (Å):
1 O -3.081 1.031 2.068  0.05
2 C -2.469 0.030 1.669  -0.47
3 N -2.019 0.089 0.392  0.15
4 C -1.150 -0.753 -0.314  -0.27
5 C -1.407 -2.118 -0.693  -0.05
6 N -0.589 -2.865 -1.531  0.09
7 C 0.447 -2.097 -1.973  -0.07
8 C 0.562 -0.657 -1.763  -0.17
9 O 1.539 0.141 -2.419  0.02
10 C 1.854 1.437 -2.097  -0.30
11 C 1.116 2.475 -2.633  -0.06
12 N 1.369 3.816 -2.506  0.06
13 C 2.329 4.152 -1.648  -0.07
14 C 3.170 3.096 -1.030  -0.17
15 F 4.216 3.356 -0.166  0.03
16 C 2.920 1.765 -1.357  0.05
17 N -0.341 0.056 -0.987  0.21
18 C -2.109 -1.038 2.569  -0.48
19 N -1.209 -2.011 2.317  0.04
20 C -1.053 -2.912 3.358  -0.20
21 C -2.029 -2.816 4.353  -0.34
22 S -2.770 -1.263 4.166  1.08
23 H -1.988 0.986 0.005  0.13
24 H -2.225 -2.612 -0.239  0.09
25 H 1.333 -2.588 -2.381  0.11
26 H 0.328 2.286 -3.359  0.12
27 H 2.442 5.272 -1.449  0.13
28 H 3.430 0.950 -0.848  0.14
29 H -0.433 -3.754 3.320  0.09
30 H -2.182 -3.452 5.177  0.05

Values from the calculation:
- M (u) = 317.3
- orbital gap (eV) = 8.291
- net charge = 0
- largest force on an atom (Eh/bohr) = 0.09326
- highest occupied orbital energy (Eh) = -0.3294
- structure (SMILES) = O=C(Nc1cncc(Oc2cncc(F)c2)n1)c1nccs1


(7)
C36H56BBrCoGeIN8OSSi3 | ωB97M-V/def2-TZVPD

Each line ends with the Löwdin charge.
Cartesian coordinates (Å):
1 Co 0.572 -0.872 0.732  0.07
2 C 0.298 -4.372 -1.556  -0.05
3 C -0.016 -3.029 -1.344  -0.22
4 N 0.598 -2.570 -0.264  -0.03
5 N 1.323 -3.593 0.243  0.01
6 C 1.151 -4.684 -0.517  -0.06
7 B 2.216 -3.404 1.487  -0.50
8 N 1.299 -2.934 2.627  0.00
9 C 1.215 -3.302 3.913  -0.06
10 C 0.273 -2.502 4.532  -0.04
11 C -0.180 -1.652 3.521  -0.16
12 N 0.434 -1.936 2.380  -0.03
13 N 3.207 -2.273 1.165  -0.01
14 C 4.542 -2.293 1.028  -0.07
15 C 4.937 -1.095 0.472  -0.05
16 C 3.742 -0.391 0.281  -0.13
17 N 2.709 -1.107 0.707  0.03
18 H -0.041 -5.010 -2.352  0.10
19 H -0.628 -2.369 -1.928  0.05
20 H 1.657 -5.600 -0.264  0.13
21 H 2.787 -4.417 1.776  0.12
22 H 1.829 -4.102 4.290  0.12
23 H -0.044 -2.532 5.559  0.10
24 H -0.894 -0.847 3.559  0.10
25 H 5.109 -3.159 1.329  0.12
26 H 5.937 -0.776 0.234  0.09
27 H 3.586 0.588 -0.141  0.10
28 C -0.512 4.144 -2.782  -0.06
29 C 0.642 3.179 -2.532  -0.23
30 N 1.124 3.193 -1.152  -0.11
31 C 1.751 4.442 -0.713  -0.20
32 C 3.254 4.447 -0.956  -0.07
33 C 1.193 2.102 -0.364  -0.62
34 S 0.562 0.620 -0.972  0.76
35 N 1.825 2.297 0.801  0.12
36 C 1.669 1.495 1.839  -0.43
37 O 0.811 0.582 1.986  -0.14
38 C 2.587 1.731 2.992  -0.13
39 C 3.364 2.882 3.075  -0.02
40 C 4.241 3.051 4.135  -0.08
41 C 4.353 2.066 5.107  -0.09
42 C 3.583 0.915 5.023  -0.07
43 C 2.698 0.748 3.970  0.00
44 H -1.016 3.869 -3.710  0.08
45 H -0.182 5.178 -2.883  0.07
46 H -1.243 4.092 -1.975  0.06
47 H 1.485 3.419 -3.188  0.11
48 H 0.332 2.169 -2.779  0.05
49 H 1.529 4.599 0.339  0.11
50 H 1.276 5.246 -1.273  0.11
51 H 3.722 3.612 -0.436  0.06
52 H 3.694 5.374 -0.585  0.08
53 H 3.481 4.371 -2.021  0.07
54 H 3.270 3.635 2.304  0.10
55 H 4.840 3.951 4.203  0.10
56 H 5.043 2.197 5.931  0.10
57 H 3.673 0.145 5.779  0.10
58 H 2.090 -0.144 3.891  0.10
59 C -2.068 -4.200 1.482  -0.21
60 Si -2.981 -2.564 1.640  0.35
61 C -3.311 -2.255 3.483  -0.22
62 C -4.693 -2.782 0.876  -0.22
63 Ge -1.859 -0.769 0.488  0.66
64 Si -2.802 1.273 1.366  0.35
65 C -2.777 2.595 0.020  -0.22
66 C -4.587 1.028 1.938  -0.21
67 C -1.902 1.962 2.866  -0.21
68 Si -2.875 -0.864 -1.739  0.36
69 C -2.055 0.162 -3.094  -0.24
70 C -3.059 -2.604 -2.477  -0.22
71 C -4.648 -0.225 -1.579  -0.21
72 H -2.594 -4.967 2.058  0.03
73 H -1.048 -4.130 1.867  0.01
74 H -2.010 -4.534 0.444  0.02
75 H -4.332 -2.568 3.717  0.03
76 H -3.214 -1.210 3.781  0.01
77 H -2.631 -2.842 4.102  0.02
78 H -5.231 -3.577 1.401  0.03
79 H -4.648 -3.052 -0.181  0.00
80 H -5.281 -1.866 0.965  0.02
81 H -3.587 2.463 -0.700  0.02
82 H -1.833 2.558 -0.529  -0.01
83 H -2.879 3.590 0.464  0.03
84 H -5.279 0.821 1.122  0.01
85 H -4.927 1.943 2.432  0.03
86 H -4.675 0.213 2.659  0.01
87 H -0.822 1.902 2.767  0.00
88 H -2.184 1.420 3.774  0.03
89 H -2.187 3.008 3.009  0.03
90 H -0.970 0.073 -3.106  -0.04
91 H -2.307 1.221 -2.987  0.02
92 H -2.431 -0.184 -4.062  0.03
93 H -2.259 -2.838 -3.183  0.01
94 H -3.997 -2.624 -3.040  0.04
95 H -3.097 -3.401 -1.733  0.01
96 H -4.780 0.517 -0.795  -0.02
97 H -5.340 -1.045 -1.383  0.02
98 H -4.941 0.240 -2.525  0.04
99 Br -0.238 -2.012 -5.871  0.72
100 C 0.720 -0.382 -5.872  -0.74
101 C 0.340 0.587 -6.792  -0.13
102 C 0.996 1.806 -6.826  -0.08
103 C 2.032 2.059 -5.939  -0.09
104 C 2.408 1.093 -5.021  -0.17
105 C 1.760 -0.139 -4.981  -0.75
106 I 2.339 -1.503 -3.528  0.98
107 H -0.471 0.378 -7.474  0.10
108 H 0.694 2.554 -7.546  0.11
109 H 2.550 3.009 -5.959  0.11
110 H 3.211 1.287 -4.322  0.09

Values from the calculation:
- M (u) = 1082.4
- orbital gap (spin up / spin down) (eV) = 7.714 / 7.690
- net charge = 0
- largest force on an atom (Eh/bohr) = 0.00499
- highest occupied orbital energy (spin up / spin down) (Eh) = -0.2774 / -0.2759


What did the fourth record say?
C4H12N2O2 | ωB97M-V/def2-TZVPD

Each line ends with the Löwdin charge.
Cartesian coordinates (Å):
1 N 0.016 1.583 -0.369  0.13
2 C -0.546 0.728 0.704  -0.38
3 C 0.433 0.302 1.675  0.18
4 C 1.717 -0.284 1.315  -0.19
5 O 1.719 -1.346 0.302  -0.06
6 C -1.335 -0.406 0.064  -0.25
7 N -2.190 -0.010 -1.043  0.03
8 H 0.351 0.872 -1.030  0.02
9 H 0.835 2.120 -0.097  0.09
10 H -1.284 1.433 1.129  0.16
11 H 0.274 0.403 2.755  0.15
12 H 2.248 0.591 0.896  0.15
13 H 2.175 -0.803 2.145  0.13
14 H -2.015 -0.975 0.704  0.12
15 H -0.609 -1.189 -0.228  0.10
16 H -2.862 -0.707 -1.327  0.08
17 H -1.534 0.176 -1.803  0.05
18 H 1.435 -0.995 -0.576  0.03
19 H 0.397 -1.036 -2.944  -0.09
20 O 0.776 -0.454 -2.273  -0.45

Values from the calculation:
- M (u) = 120.2
- orbital gap (eV) = 4.501
- net charge = 0
- largest force on an atom (Eh/bohr) = 0.07059
- highest occupied orbital energy (Eh) = -0.2848